107
Properties=species:S:1:pos:R:3:forces:R:3:mulliken_charge:R:1 method="wB97M-V/def2-TZVPD" lumo_ev=-4.715 total_charge=+1 spin_multiplicity=1 homo_lumo_gap_ha=0.265
C 0.911113 1.760796 5.140184 -0.33 -0.22 -0.04 -0.39
N -0.068734 2.673350 5.728033 -0.14 0.09 -0.27 -0.41
C -0.824428 3.394898 4.720436 0.49 0.03 0.17 -1.30
C -1.650237 2.504937 3.775697 0.13 0.17 0.48 0.87
C -2.190514 1.343467 4.321653 -0.19 0.11 -1.05 -0.37
C -2.953373 0.489965 3.524750 0.16 -0.13 0.86 0.28
C -3.580753 -0.749387 4.101232 -0.42 0.29 -0.92 -1.74
C -2.876116 -2.076158 3.706326 -0.01 -0.05 0.95 0.88
N -3.769841 -3.189357 4.021976 0.27 0.55 -0.24 -0.74
N -1.726343 -2.246257 4.590146 -0.43 -0.03 -0.02 -0.68
N -2.605997 -2.122750 2.278950 -0.10 -0.03 -0.07 -0.37
C -3.110699 0.811996 2.202857 -0.24 -0.35 0.15 -0.19
N -2.580740 1.938636 1.678994 0.31 -0.51 0.01 0.29
C -2.835853 2.157464 0.255221 0.06 0.16 -0.06 -0.63
O -3.302905 3.175416 -0.090136 -0.37 0.84 -0.32 -0.35
C -2.568588 1.045153 -0.815252 -0.23 -0.39 0.49 0.97
F -3.532046 0.108155 -0.659699 -0.06 0.04 0.31 -0.29
F -2.762388 1.589290 -2.009215 0.33 0.18 -0.02 -0.30
C -1.188820 0.309604 -0.746013 0.23 -0.51 -0.56 0.46
F -0.608878 0.410466 0.471275 -0.37 0.41 0.19 -0.37
F -1.429672 -0.996415 -0.944000 0.09 -0.05 0.04 -0.30
C -0.161351 0.711060 -1.837562 0.39 -0.84 -0.91 1.06
F -0.562830 0.166437 -2.997047 -0.39 0.22 0.06 -0.18
F -0.067246 2.040949 -2.021587 -0.10 0.15 0.53 -0.25
C 1.263471 0.165399 -1.540125 0.47 -0.40 0.37 -0.22
O 1.915202 0.586125 -0.638274 -0.30 0.61 0.29 -0.29
O 1.711015 -0.781416 -2.378529 -0.61 0.77 -0.62 -0.44
C -1.863065 2.823498 2.430761 0.55 0.28 0.78 0.59
C -1.317167 4.109287 1.866925 -0.66 0.03 -1.17 -1.65
C -0.329657 3.974627 0.694271 0.09 0.11 0.43 -0.87
C 0.891562 3.115575 1.010117 0.03 0.91 -0.53 0.35
Cl 2.022612 4.088331 2.018767 -0.15 -0.35 0.23 -0.15
H 1.313455 2.227612 4.240274 0.11 -0.03 0.03 0.11
H 1.741632 1.543704 5.807967 -0.08 0.13 0.15 0.36
H 0.456442 0.799871 4.855661 0.16 -0.02 -0.13 0.02
H -0.686741 2.206502 6.376448 0.20 0.03 0.25 0.34
H -0.077699 3.970265 4.176439 -0.09 -0.06 -0.22 0.46
H -1.458129 4.138786 5.209524 -0.21 -0.15 -0.03 0.36
H -2.033184 1.078946 5.357819 0.05 0.08 0.05 0.48
H -4.604514 -0.793538 3.717814 0.06 -0.08 -0.10 0.47
H -3.679226 -0.673169 5.181221 0.30 -0.06 0.04 0.47
H -3.974928 -3.114815 5.013424 -0.08 -0.26 0.02 0.32
H -4.634629 -3.012968 3.521193 -0.10 -0.33 0.01 0.32
H -0.937898 -1.673764 4.320182 0.12 -0.14 -0.06 0.17
H -1.487879 -3.231292 4.586677 0.35 0.08 0.01 0.28
H -1.763125 -1.605022 2.053751 0.01 0.04 0.07 0.04
H -2.402025 -3.092284 2.053219 -0.13 -0.01 -0.11 0.33
H -3.689570 0.157306 1.565560 0.10 0.15 -0.19 0.71
H 2.606918 -0.496750 -2.618573 0.27 -0.62 0.19 0.40
H -0.860259 4.738007 2.618163 -0.06 -0.28 0.32 0.55
H -2.182491 4.666283 1.495788 0.06 0.11 0.07 0.48
H -0.833328 3.683780 -0.227886 0.12 -0.32 0.03 0.35
H 0.044829 4.979568 0.495949 -0.09 0.02 -0.11 0.75
H 0.664055 2.176475 1.503103 0.16 -0.02 0.10 -0.03
H 1.434260 2.951162 0.086784 0.05 -0.36 0.06 -0.01
O -6.322651 -4.556540 -4.891614 -0.31 -0.51 3.25 -0.81
P -5.139363 -3.796218 -4.423659 2.58 1.85 -5.42 1.02
O -5.447119 -2.243296 -4.835704 0.08 -0.50 0.66 -0.27
C -6.472092 -1.533258 -4.137435 -0.21 0.15 0.09 -0.54
C -6.063318 -1.172231 -2.719787 0.05 -0.15 0.08 -0.75
O -4.032877 -4.219518 -5.547531 0.02 0.10 0.58 -0.33
C -4.232701 -5.325614 -6.433249 -0.12 -0.08 -0.40 -0.35
C -4.792612 -4.859440 -7.761153 0.06 0.19 -0.09 -1.09
O -4.005848 -3.503240 -3.306394 -2.17 -0.96 1.17 -0.30
C -2.640834 -3.171308 -3.595722 0.81 -0.04 0.11 -0.25
C -2.438972 -1.916772 -4.413552 -0.30 0.12 -0.24 -0.71
H -7.393164 -2.122192 -4.136183 0.02 -0.01 -0.04 0.34
H -6.661317 -0.624528 -4.707893 0.07 -0.07 -0.11 0.33
H -5.955487 -2.065209 -2.099892 -0.03 0.03 0.02 0.27
H -6.813292 -0.527775 -2.258447 -0.02 0.00 -0.05 0.51
H -5.101513 -0.658788 -2.715782 -0.02 0.06 -0.05 -0.01
H -4.867910 -6.081480 -5.975941 -0.12 0.13 0.07 0.36
H -3.254423 -5.784601 -6.588793 0.07 0.12 0.11 0.34
H -5.660551 -4.214781 -7.624967 -0.09 -0.14 0.12 0.28
H -5.081199 -5.709940 -8.379512 0.02 -0.01 0.01 0.38
H -4.045757 -4.276228 -8.302691 0.01 -0.04 -0.01 0.29
H -2.138694 -4.023691 -4.049091 -0.20 -0.04 -0.15 0.32
H -2.172253 -3.028766 -2.619271 -0.27 -0.06 0.11 0.24
H -2.807464 -2.025220 -5.431012 -0.05 -0.07 0.02 0.40
H -1.374701 -1.685947 -4.471494 0.02 -0.10 0.11 0.32
H -2.956911 -1.067693 -3.964375 0.05 0.01 0.04 0.03
O 6.236877 0.810246 2.578280 -0.51 3.19 0.51 -0.86
P 6.899547 1.348200 1.363688 2.30 -5.12 -2.73 1.15
O 5.998122 0.787745 0.116198 0.16 0.64 0.45 -0.33
C 4.685859 1.317197 -0.072581 0.04 0.24 -0.03 0.03
C 4.710799 2.741906 -0.603159 0.09 0.05 0.14 -0.98
O 8.215154 0.385635 1.274945 -0.13 0.53 -0.09 -0.31
C 8.637938 -0.431671 2.368950 -0.02 -0.38 0.12 -0.34
C 8.109811 -1.844094 2.223186 -0.02 -0.10 -0.19 -1.08
O 7.623503 2.555866 0.584736 -1.70 0.95 1.86 -0.34
C 8.736304 2.408935 -0.316849 0.77 0.25 -0.38 -0.22
C 8.483708 1.529852 -1.519117 -0.30 -0.28 0.05 -0.88
H 4.126097 1.263058 0.865623 0.00 -0.07 -0.02 0.23
H 4.192027 0.670148 -0.788434 0.17 -0.17 0.03 -0.04
H 5.121930 3.432048 0.135913 -0.06 0.02 -0.02 0.35
H 3.701399 3.076866 -0.852834 0.00 -0.03 0.00 0.34
H 5.337481 2.813060 -1.492132 -0.05 -0.03 -0.04 0.25
H 8.344665 0.007658 3.320402 -0.17 0.04 -0.06 0.35
H 9.729160 -0.445024 2.348340 -0.01 0.10 -0.14 0.33
H 7.037387 -1.851536 2.028626 -0.03 0.12 0.16 0.26
H 8.307201 -2.426304 3.124055 0.02 0.01 0.00 0.38
H 8.589274 -2.341643 1.378521 0.03 -0.01 0.03 0.29
H 9.617615 2.085042 0.232548 -0.15 -0.17 0.15 0.27
H 8.949522 3.420885 -0.664117 -0.24 0.08 0.17 0.35
H 8.349133 0.486048 -1.243568 0.01 0.01 0.07 0.25
H 9.338940 1.588301 -2.193868 0.02 0.13 0.05 0.41
H 7.590871 1.848039 -2.057839 0.05 0.07 -0.04 0.17